Entry 1:
Molecular formula: C3H5NOS
Method: DFT, wB97M-V/def2-TZVPD

```
11
Properties=species:S:1:pos:R:3
C 2.61 0.20 -0.21
C 1.40 0.20 -0.12
C -1.00 -1.08 0.36
N -1.12 1.03 -1.22
O -0.39 1.36 1.31
S -0.32 0.58 0.10
H 3.62 -0.10 -0.20
H -1.89 -1.34 -0.27
H -0.22 -1.96 0.21
H -1.30 -0.92 1.40
H -1.39 2.03 -1.38
```

Computed properties:
Kohn-Sham gap: 10.391 eV
E_LUMO: 0.846 eV
relative energy (zero: lowest compared OMol25 entry of this formula, charge and spin): 521.1 kJ/mol
2S+1: 1
maximum force: 4.61 eV/Å
molecular weight: 103.15 Da
DFT total energy: -17559.86623 eV

Entry 2:
Molecular formula: C15H22As4F24N3O
Method: DFT, wB97M-V/def2-TZVPD

```
69
Properties=species:S:1:pos:R:3
C -2.34 -3.21 -1.16
C -2.83 -3.06 0.24
O -3.36 -2.04 0.61
N -2.58 -4.25 1.21
H -2.67 -5.11 0.68
H -1.68 -4.33 1.67
C -3.79 -4.35 2.27
H -1.87 -4.18 -1.33
H -1.57 -2.47 -1.38
H -3.22 -3.18 -1.80
H -3.77 -3.52 2.99
H -3.72 -5.28 2.82
H -4.73 -4.40 1.73
C 5.24 6.63 4.54
N 4.34 6.57 3.39
C 3.03 6.79 3.66
C 2.03 6.70 2.67
C 2.36 6.43 1.39
C 3.74 6.26 1.14
C 4.76 6.33 2.11
C 1.39 6.35 0.31
C 0.34 5.43 0.31
C -0.64 5.52 -0.70
N -0.44 6.35 -1.80
C 0.61 7.19 -1.85
C 1.55 7.15 -0.80
C -1.46 6.30 -2.89
H 5.84 5.74 4.39
H 4.68 6.61 5.47
H 5.87 7.51 4.40
H 2.81 6.96 4.70
H 1.00 6.97 2.84
H 3.90 5.87 0.15
H 5.78 5.99 2.00
H -0.01 4.85 1.16
H -1.56 4.96 -0.73
H 0.71 7.72 -2.78
H 2.48 7.67 -0.96
H -1.72 5.25 -2.94
H -0.98 6.72 -3.78
H -2.27 6.93 -2.51
As 1.11 -10.26 1.43
F 2.95 -10.06 1.22
F 0.97 -9.01 2.71
F -0.65 -10.54 1.70
F 1.03 -11.35 0.05
F 1.37 -11.55 2.66
F 0.79 -8.86 0.36
As -7.61 -8.56 -2.59
F -6.77 -10.18 -2.49
F -6.01 -7.73 -2.33
F -8.44 -6.97 -2.70
F -9.10 -9.46 -2.84
F -7.73 -8.44 -0.77
F -7.37 -8.58 -4.34
As 3.41 -1.33 4.49
F 4.88 -0.33 4.33
F 4.46 -2.68 4.92
F 1.91 -2.40 4.70
F 2.28 0.01 4.12
F 3.55 -1.88 2.78
F 3.30 -0.86 6.20
As 0.89 1.56 -7.87
F 2.52 1.78 -8.56
F 0.48 0.41 -9.24
F -0.70 1.18 -7.15
F 1.38 2.63 -6.50
F 0.17 2.97 -8.71
F 1.66 0.12 -7.05
```

Computed properties:
Kohn-Sham gap: 4.054 eV
E_LUMO: -4.420 eV
relative energy (zero: lowest compared OMol25 entry of this formula, charge and spin): 806.1 kJ/mol
2S+1: 1
maximum force: 3.54 eV/Å
molecular weight: 1016.00 Da
charge: -1
DFT total energy: -331010.29573 eV

Entry 3:
Molecular formula: C13H17Cl15N2
Method: DFT, wB97M-V/def2-TZVPD

```
47
Properties=species:S:1:pos:R:3
C -2.51 1.74 0.07
Cl -2.54 0.41 -1.08
Cl -3.38 1.35 1.59
Cl -2.96 3.25 -0.65
H -1.48 1.94 0.31
C -0.30 5.15 3.28
Cl 0.42 4.32 4.70
Cl -1.78 4.54 2.68
Cl 0.85 5.23 1.96
H -0.41 6.12 3.72
C 4.77 -0.51 -4.75
Cl 5.01 0.85 -5.82
Cl 3.67 -1.71 -5.45
Cl 4.16 -0.01 -3.18
H 5.73 -0.98 -4.65
C 3.68 -0.32 1.90
Cl 4.19 -0.43 0.21
Cl 4.67 0.90 2.74
Cl 3.77 -1.84 2.76
H 2.65 0.02 1.92
C 2.15 3.20 -3.84
Cl 0.42 3.25 -3.48
Cl 3.06 4.05 -2.56
Cl 2.48 3.80 -5.49
H 2.49 2.17 -3.91
N 0.31 -0.27 0.68
C 0.20 0.08 1.96
C 0.43 1.41 2.12
C 0.76 1.91 0.82
C 0.64 0.83 -0.06
H -0.10 -1.14 0.36
H -0.15 -0.57 2.71
H 0.41 1.90 3.08
H 1.04 2.88 0.58
H 0.67 0.85 -1.18
C -3.54 -5.35 1.61
C -3.96 -5.18 0.18
C -3.88 -3.75 -0.33
C -2.57 -3.08 -0.05
N -1.63 -2.48 0.16
H -3.96 -6.28 2.06
H -3.82 -4.52 2.24
H -2.47 -5.52 1.67
H -4.97 -5.57 0.03
H -3.38 -5.82 -0.46
H -4.66 -3.18 0.21
H -4.17 -3.62 -1.38
```

Computed properties:
Kohn-Sham gap: 8.724 eV
E_LUMO: 0.390 eV
2S+1: 1
maximum force: 2.38 eV/Å
molecular weight: 733.09 Da
DFT total energy: -204572.43025 eV